No. 1
Formula: C3H7N2OS
Source: the Open Molecules 2025 dataset
Level of theory: ωB97M-V/def2-TZVPD

Calculated values
Net charge = +1
Kohn-Sham gap = 11.078 eV

```
14
Properties=species:S:1:pos:R:3:forces:R:3:nbo_charge:R:1
C 1.116939 -3.646493 0.836504 0.3 -1.0 -0.3 0.47
C -0.370107 -0.039088 0.105628 -0.8 1.0 0.7 0.55
C -0.401849 -0.596100 -1.227067 3.4 0.5 -2.2 -0.68
N -0.806458 1.183928 0.318807 -0.3 1.5 -0.6 -0.74
N -0.141092 -0.868248 1.069995 -0.7 0.4 3.7 -0.65
O 1.488897 -4.678263 0.582591 -0.3 0.8 0.3 -0.42
S -0.441880 -0.539860 2.842018 0.2 -0.2 -1.7 0.20
H -1.675474 -1.111347 2.920301 0.4 0.1 -0.3 0.15
H -1.343706 -0.382732 -1.608876 -1.9 -0.2 -0.7 0.27
H 0.307191 -0.161689 -2.022037 -0.7 -0.3 1.5 0.28
H -0.139936 -1.629895 -1.161842 -0.3 -0.7 -0.3 0.25
H -0.752346 1.840914 -0.479593 -0.5 -0.7 0.9 0.43
H -1.267537 1.509905 1.179956 0.9 -0.3 -0.5 0.45
H 0.274808 -1.761063 0.924684 0.2 -0.9 -0.4 0.44
```
Positions in Å, forces in eV/Å.

***

No. 2
Formula: C46H47N7O7S3SiTi
Source: the Open Molecules 2025 dataset
Level of theory: ωB97M-V/def2-TZVPD

Calculated values
Net charge = -2
2S+1 = 3
Kohn-Sham gap (spin up / spin down) = 4.881 / 6.777 eV

```
112
Properties=species:S:1:pos:R:3:forces:R:3:mulliken_charge:R:1
Ti -0.052266 0.548565 -0.193634 0.1 -0.8 -1.2 -0.68
C -1.579760 1.410158 3.867016 0.1 0.2 0.0 -2.04
C -1.508640 1.192040 2.384589 -0.3 0.0 0.0 0.80
N -0.378401 1.144819 1.775693 0.0 0.1 0.7 1.14
N 0.784478 1.464124 2.519945 -0.3 0.2 -0.3 -0.81
C 1.043703 2.742559 2.455402 0.1 -0.1 0.1 0.16
S 0.159919 4.011114 1.746166 0.0 -0.1 0.0 -0.54
S 2.596658 3.114190 3.324777 -0.1 -0.1 0.0 -0.05
C 1.907943 3.930856 4.797222 0.0 0.1 0.1 -1.31
C 1.504126 5.371314 4.644764 0.0 0.1 0.0 0.61
C 0.164786 5.742708 4.641641 0.0 0.0 0.1 0.15
C -0.204235 7.074963 4.526465 0.0 0.0 0.0 -0.71
C 0.766287 8.058443 4.408507 0.0 0.0 0.0 -0.35
C 2.107525 7.697764 4.400229 0.0 0.0 0.0 -0.57
C 2.469899 6.365319 4.517106 0.0 0.0 0.0 -0.39
C -2.773086 1.148967 1.619766 0.1 0.1 0.1 0.47
C -4.005042 1.009080 2.274571 0.1 0.0 0.0 -0.61
C -5.209847 1.151313 1.619707 0.0 0.0 0.0 -0.94
C -5.207854 1.478439 0.264962 -0.1 0.0 -0.1 -0.45
C -4.020409 1.632227 -0.411013 0.1 -0.1 0.0 -0.63
C -2.782391 1.447447 0.234946 -0.2 0.0 0.0 0.17
O -1.686003 1.554532 -0.478679 0.0 0.1 0.1 0.23
H -1.809384 2.460503 4.066434 0.0 0.0 0.0 0.23
H -0.619379 1.174860 4.318479 0.0 0.0 0.0 0.48
H -2.354281 0.796520 4.319752 0.0 0.0 0.0 0.56
H 2.697392 3.858302 5.549334 0.0 0.0 -0.1 0.54
H 1.070570 3.338824 5.169447 0.0 0.0 -0.1 0.31
H -0.594411 4.972557 4.695964 0.0 0.0 0.0 0.20
H -1.254296 7.341965 4.509163 0.0 0.0 0.0 0.36
H 0.480932 9.099149 4.310341 0.0 0.0 0.0 0.35
H 2.873339 8.457136 4.293955 0.0 0.0 0.0 0.35
H 3.517317 6.085538 4.487618 0.0 0.0 0.0 0.35
H -4.023005 0.779727 3.330549 0.0 0.0 0.0 0.23
H -6.142815 1.018280 2.152097 0.0 0.0 0.0 0.39
H -6.146478 1.605959 -0.262996 0.0 0.0 0.0 0.40
H -3.987603 1.866326 -1.467346 0.0 0.0 0.0 0.44
C -1.212216 -1.384219 -0.174496 0.1 0.0 0.2 0.17
Si -1.006890 -3.114374 -0.750631 0.0 0.1 -0.1 -0.26
C 0.402889 -4.107905 0.046106 0.0 -0.1 -0.1 -0.97
N 1.654017 -3.399415 0.163633 -0.1 0.1 0.1 0.94
C 2.453124 -3.241241 -1.039198 0.0 0.0 -0.1 0.07
C 3.835824 -3.893454 -0.894317 0.0 0.0 -0.1 -0.32
C 3.693575 -5.180795 -0.089065 0.0 0.0 0.0 -0.73
C 3.316385 -4.835695 1.357578 0.0 0.0 0.0 -0.82
C 2.417311 -3.579623 1.372589 0.0 -0.1 0.0 -0.14
C -0.953435 -3.256746 -2.642281 0.0 0.0 0.0 0.73
C -1.630177 -2.308251 -3.411114 0.0 0.1 0.0 -0.63
C -1.691607 -2.401136 -4.795012 0.0 0.0 0.0 -0.48
C -1.078173 -3.460509 -5.447465 0.0 0.0 0.0 -0.60
C -0.405092 -4.421322 -4.706028 0.0 0.0 0.0 -0.72
C -0.349355 -4.315897 -3.323229 0.0 -0.1 0.1 0.00
C -2.531659 -4.182722 -0.287553 0.0 0.0 0.0 0.41
C -3.229481 -4.974825 -1.200929 0.0 0.0 0.0 -0.22
C -4.320685 -5.746781 -0.815622 0.0 0.0 0.0 -0.77
C -4.741860 -5.745116 0.504961 0.0 0.0 0.0 -0.41
C -4.066172 -4.964896 1.434613 0.0 0.0 0.0 -0.74
C -2.980821 -4.198310 1.037220 0.0 0.0 0.0 -0.44
H -1.414717 -1.488063 0.907687 0.0 0.0 0.0 -0.01
H -2.186158 -1.090138 -0.600826 0.0 0.1 0.0 0.18
H 0.496163 -5.097603 -0.450524 0.0 0.0 0.0 0.15
H 0.044277 -4.347032 1.054499 0.0 0.1 0.0 0.64
H 2.555200 -2.182557 -1.312327 0.0 0.0 0.0 -0.69
H 1.926233 -3.725555 -1.867394 0.0 0.0 0.0 0.22
H 4.526797 -3.217109 -0.382745 0.0 0.0 0.0 -0.09
H 4.259235 -4.075998 -1.885213 0.0 0.0 0.0 0.53
H 4.605551 -5.782309 -0.115318 0.0 0.0 0.0 0.47
H 2.902100 -5.787954 -0.544542 0.0 0.0 0.0 0.24
H 4.224185 -4.635100 1.934287 0.0 0.0 0.0 0.42
H 2.817059 -5.683526 1.836705 0.0 0.0 0.0 0.28
H 3.025350 -2.687695 1.525105 0.1 0.0 0.0 -0.60
H 1.725582 -3.604834 2.217293 0.0 0.0 0.0 0.59
H -2.097589 -1.459660 -2.923234 0.0 0.0 0.0 0.48
H -2.198841 -1.629965 -5.362684 0.0 0.0 0.0 0.41
H -1.113471 -3.531326 -6.528721 0.0 0.0 0.0 0.34
H 0.084174 -5.250932 -5.204062 0.0 0.0 0.0 0.40
H 0.179945 -5.081824 -2.763954 0.0 0.0 0.0 0.29
H -2.919147 -4.985260 -2.240533 0.0 0.0 0.0 0.31
H -4.842336 -6.348295 -1.551812 0.0 0.0 0.0 0.38
H -5.594475 -6.341595 0.808679 0.0 0.0 0.0 0.35
H -4.389526 -4.951489 2.469501 0.0 0.0 0.0 0.39
H -2.477059 -3.582128 1.776979 0.0 0.0 0.0 0.26
C 2.757185 1.898698 -4.303125 0.0 0.1 0.0 -0.76
N 1.774575 2.595727 -3.494184 0.1 0.0 0.1 0.28
C 1.916407 3.904075 -3.054695 0.0 0.0 0.0 -0.46
C 0.847764 4.181854 -2.283085 0.0 0.0 0.0 -0.71
N 0.055409 3.052876 -2.282867 0.3 0.0 -0.1 0.25
C 0.659348 2.056624 -2.969888 -0.2 0.0 0.0 0.00
S 0.134581 0.431723 -3.029654 0.0 0.1 0.2 -0.45
H 3.744008 1.998281 -3.848308 0.0 0.0 0.0 0.26
H 2.783663 2.345622 -5.298022 0.0 -0.1 0.0 0.32
H 2.452344 0.858528 -4.370959 0.0 0.0 0.0 0.24
H 2.797101 4.475283 -3.294979 0.0 0.0 0.0 0.51
H 0.596469 5.051535 -1.703373 0.0 0.0 0.0 0.50
H -0.736828 2.881338 -1.679332 -0.2 -0.1 0.1 0.17
O 1.798984 1.550861 -0.590959 -0.2 0.2 0.2 -0.56
C 2.428115 0.580087 -0.075709 0.1 0.0 -0.1 1.72
O 1.764804 -0.374687 0.417097 0.2 -0.1 0.1 -0.78
C 3.913611 0.559719 -0.157321 0.1 0.0 0.0 0.48
C 4.678167 -0.351668 0.576663 0.0 0.2 -0.3 -0.61
C 6.045389 -0.325029 0.339328 0.3 -0.4 0.3 0.02
C 6.685632 0.499809 -0.560303 -0.2 0.2 -0.1 -0.98
C 5.888021 1.397752 -1.298299 0.0 0.0 0.1 -0.64
C 4.502811 1.431191 -1.051159 -0.1 0.1 -0.1 -0.49
N 6.443653 2.211781 -2.267309 0.0 -0.1 0.1 0.86
O 7.697037 2.172908 -2.462574 0.1 0.0 0.0 -0.82
O 5.668428 2.965365 -2.949542 -0.1 0.1 -0.1 -0.77
N 6.888675 -1.284833 1.103147 -0.3 0.5 -0.3 1.09
O 8.090552 -1.238020 0.969699 0.6 0.1 -0.2 -0.69
O 6.335743 -2.073374 1.835088 -0.4 -0.4 0.4 -0.64
H 4.230380 -1.023038 1.286072 0.0 -0.1 0.0 0.42
H 7.749547 0.471580 -0.722788 0.0 0.0 0.0 0.59
H 3.887705 2.148429 -1.573307 0.1 -0.1 0.0 0.78
```
Positions in Å, forces in eV/Å.

***

No. 3
Formula: C2H6ClO4P
Source: the Open Molecules 2025 dataset
Level of theory: ωB97M-V/def2-TZVPD

Calculated values
SMILES string = O=C(O)CO.OPCl
Kohn-Sham gap = 9.898 eV

```
14
Properties=species:S:1:pos:R:3:forces:R:3:nbo_charge:R:1
O -0.328601 -0.606692 0.106702 -0.1 0.9 -0.2 -0.67
C -0.841974 0.504140 0.057040 -3.1 -2.5 -0.1 0.79
O -0.245131 1.614296 0.267940 0.4 1.4 0.1 -0.63
C -2.386644 0.621912 -0.059832 -0.5 0.1 3.2 -0.16
O -3.036630 -0.587137 -0.228942 -1.2 0.0 -0.8 -0.72
H 0.642111 1.336049 0.487440 1.5 0.4 0.2 0.51
H -2.826487 1.209740 0.905020 1.5 -1.4 -1.6 0.18
H -2.856306 1.177285 -0.814626 0.5 1.4 -1.5 0.22
H -2.698391 -1.394224 0.121410 1.1 -0.3 0.8 0.49
O 2.215409 -1.467411 -0.601844 2.9 -0.8 -1.2 -1.02
P 3.392315 -1.007079 0.403946 -0.3 -0.7 0.2 0.92
Cl 3.096985 1.025222 0.286128 0.2 1.0 0.0 -0.37
H 1.299348 -1.350120 -0.458952 -1.8 0.5 1.0 0.54
H 4.574001 -1.075981 -0.471428 -1.1 0.1 0.1 -0.07
```
Positions in Å, forces in eV/Å.

***

ΔE to the lowest compared entry with this formula, charge and spin across the listed records, respectively: 95.5; 105.7; 0.0 kJ/mol.